Below is a cluster of 6 separate species, C5H21NO7 in total in a non-equilibrium geometry, with properties calculated with the ωB97M-V functional and the def2-TZVPD basis.

```
34
Properties=species:S:1:pos:R:3
C -0.11863 -0.10186 -1.52840
C 0.41877 -1.54161 -1.74761
C 1.91794 -1.72745 -1.69728
O -0.21350 -2.33798 -0.71330
C 0.60980 0.69183 -0.49233
N 0.40459 2.03626 -0.45521
C -0.48815 2.77986 -1.33749
O 1.41793 0.20637 0.30518
H 0.09968 0.33503 -2.51434
H -1.19657 -0.10920 -1.42393
H -0.09079 -1.99479 -2.59764
H 2.22469 -2.19401 -0.75077
H 2.40788 -2.25474 -2.51016
H 2.47710 -0.82234 -1.46285
H 0.42580 -2.71438 -0.10166
H 0.62003 2.39629 0.46199
H -1.48775 2.76172 -0.90811
H -0.54148 2.32119 -2.31409
H -0.21800 3.83002 -1.28821
H -3.24367 -1.71667 0.23689
H -1.90366 -1.29660 -0.46894
O -2.85395 -1.41494 -0.58108
H 1.47595 -1.39758 1.28586
H 2.41800 -1.60014 2.51937
O 1.96396 -2.04867 1.80199
H -2.41963 1.40884 0.97886
H -1.51620 2.47016 1.56026
O -2.44327 2.25056 1.45366
H 1.28958 0.59498 1.99123
H 1.62404 1.47499 3.24366
O 1.31316 0.60792 2.97041
H -2.18045 -0.02788 2.27774
H -0.70121 -0.56655 2.14264
O -1.49196 -0.29864 1.66367
```

Computed properties:
SMILES: CNC(=O)C[C@@H](C)O.O.O.O.O.O
Calculated total energy, Eh: -784.53203
Energy relative to the best compared isomer or geometry (same formula, charge and spin), kJ/mol: 137.32
Charge: 0

Below is a structure of composition C5H22BaO7 in a non-equilibrium geometry, with properties calculated with the ωB97M-V functional and the def2-TZVPD basis.

```
35
Properties=species:S:1:pos:R:3
Ba -0.58870 0.18163 -0.82926
O 0.25084 -1.92543 -2.32736
H 1.12569 -2.29061 -2.17066
O -1.68990 0.40115 -3.26771
H -1.47103 1.31522 -3.47172
C 2.85075 -1.83011 0.18790
O 1.45286 -1.67994 0.30528
H 3.11656 -2.34423 -0.73788
H 3.36613 -0.86964 0.11125
H 3.28114 -2.32406 1.06333
H 1.01599 -2.42701 -0.13722
C 3.08800 1.54664 -1.17078
O 1.93209 1.00669 -1.78858
H 2.98434 1.45438 -0.08933
H 3.96647 0.97517 -1.47875
H 3.24196 2.60695 -1.38719
H 2.09469 0.85085 -2.72528
C -1.78061 -2.78178 1.31403
O -2.13126 -1.52562 0.76291
H -0.71605 -2.96876 1.45427
H -2.20678 -2.87541 2.32064
H -2.12327 -3.65348 0.74851
H -3.08779 -1.47949 0.84684
C -3.81078 1.79137 -0.61626
O -2.65410 1.64374 0.22690
H -3.52490 1.51346 -1.63266
H -4.59682 1.14498 -0.20891
H -4.21709 2.80704 -0.58050
H -2.95946 1.85693 1.11438
C 0.53070 1.97638 2.46889
O 0.41481 0.79946 1.67514
H 1.40498 2.57500 2.19191
H -0.34143 2.62268 2.39596
H 0.63483 1.68719 3.52036
H 1.14712 0.21866 1.91158
```

Computed properties:
Calculated total energy, Eh: -755.79448
Energy relative to the best compared isomer or geometry (same formula, charge and spin), kJ/mol: 125.79
Charge: 0

Below is a cluster of 5 separate species, C5H22N2O4 in total in a non-equilibrium geometry, with properties calculated with the ωB97M-V functional and the def2-TZVPD basis.

```
33
Properties=species:S:1:pos:R:3
C -2.65968 0.02082 0.61624
C -1.21821 -0.39126 0.59645
C -0.11574 0.59216 1.08516
C 1.12284 0.57140 0.19190
C 1.21903 -0.03919 -0.98552
N 2.61025 -0.30099 -1.49901
N -0.96381 -1.78903 1.19242
H -2.98989 0.22486 -0.37822
H -3.43020 -0.64132 0.99296
H -2.83012 0.77474 1.39115
H -1.04824 -0.48934 -0.49325
H 0.25957 0.40958 2.09979
H -0.44457 1.66414 0.91590
H 1.94622 1.14163 0.60064
H 0.45655 -0.25081 -1.70470
H 2.89040 -1.23289 -1.14792
H 3.36640 0.36878 -1.21677
H 2.51170 -0.35177 -2.51122
H -0.77217 -2.45433 0.42410
H -1.77219 -2.12470 1.76485
H -0.11642 -1.69317 1.82203
H 0.69042 -2.65258 -2.98093
H -0.71635 -2.18234 -2.54425
O 0.13190 -2.53606 -2.19819
H -3.38619 2.57320 -0.78241
H -1.98263 3.19772 -0.73956
O -2.44844 2.37265 -0.90804
H 2.87474 2.42555 -2.65970
H 1.89317 2.71635 -1.45003
O 2.36427 2.03110 -1.93905
H 1.54500 -0.82773 4.26373
H 0.24002 -0.47819 4.48966
O 0.77238 -0.64897 3.69180
```

Computed properties:
Calculated total energy, Eh: -613.53450
Energy relative to the best compared isomer or geometry (same formula, charge and spin), kJ/mol: 115.13
Charge: +2

Below is a cluster of 5 separate species, C5H22N2O5 in total in a non-equilibrium geometry, with properties calculated with the ωB97M-V functional and the def2-TZVPD basis.

```
34
Properties=species:S:1:pos:R:3
N -0.44603 -1.51227 2.96926
C -1.42740 -1.09780 1.92755
C -1.68553 -2.03226 0.80798
C -0.95011 0.29928 1.46962
N -0.38629 0.26824 0.05505
C -0.35758 1.61082 -0.54669
C -0.27504 1.44173 -2.07833
O 0.97730 0.84154 -2.36791
H 0.51320 -1.62755 2.69017
H -0.70652 -2.24661 3.60376
H -2.23550 -0.87615 2.64789
H -0.76335 -2.37689 0.31716
H -2.27139 -2.94450 0.95520
H -2.33353 -1.42314 0.09889
H -0.18522 0.61800 2.16783
H -1.76814 1.07798 1.58153
H 0.55127 -0.22698 0.08321
H -1.33215 2.11792 -0.20803
H 0.43109 2.27553 -0.07820
H -1.10772 0.99499 -2.59971
H -0.05648 2.43292 -2.59058
H 1.14965 -0.10445 -2.20339
H -0.02347 -1.85694 -1.28250
H 1.42758 -2.26419 -1.09911
O 0.82151 -1.96807 -1.77510
H -2.69535 0.74116 -0.35285
H -3.83126 0.57353 -1.28315
O -3.64258 0.69253 -0.36565
H 4.00715 0.46995 -1.14873
H 2.78739 1.42031 -1.06132
O 3.73151 1.40509 -0.94019
H 3.35067 0.64085 0.72690
H 2.05360 0.84820 1.46891
O 2.74126 0.19652 1.32205
```

Computed properties:
SMILES: C[C@@H](N)CNCCO.O.O.O.O
Calculated total energy, Eh: -689.35425
Energy relative to the best compared isomer or geometry (same formula, charge and spin), kJ/mol: 179.61
Charge: 0

Below is a cluster of 7 separate species, C5H23NO8 in total in a non-equilibrium geometry, with properties calculated with the ωB97M-V functional and the def2-TZVPD basis.

```
37
Properties=species:S:1:pos:R:3
C 0.09887 0.70484 1.96571
C 1.21519 1.69958 2.36503
O 2.49552 1.11302 2.28534
C 0.14184 0.40917 0.45784
N -0.90142 -0.39064 0.03887
C -0.85480 -0.83285 -1.39313
C -2.14770 -1.52559 -1.76118
O 1.24121 0.49689 -0.12110
H -0.04960 -0.27399 2.47839
H -0.88398 1.24573 2.05479
H 1.18778 2.54013 1.60590
H 1.06121 2.08248 3.48773
H 2.64505 0.89324 1.38075
H -1.82523 -0.28905 0.41866
H -0.56474 0.11332 -1.91074
H 0.07335 -1.45383 -1.68157
H -2.84936 -0.75908 -2.15139
H -2.03249 -2.47474 -2.33378
H -2.64100 -2.03727 -0.90818
H -0.68325 4.28158 -0.62356
H 0.15324 2.90691 -0.69202
O -0.31788 3.53636 -0.09966
H 1.51225 -2.62255 -2.86659
H 1.87144 -2.11268 -1.54065
O 1.52898 -2.94110 -1.99926
H 1.83133 2.39214 -1.98204
H 0.70006 1.32964 -1.57419
O 0.84071 2.24882 -1.93964
H 0.02890 -4.01780 -1.06291
H -0.39974 -4.01544 0.54941
O -0.67499 -4.26120 -0.35838
H -2.89707 2.79138 0.38962
H -1.41966 2.70561 0.67828
O -2.18813 2.13077 0.80700
H 0.81184 -2.01775 1.96523
H 2.10563 -1.47156 2.31647
O 1.78667 -2.12447 1.75494
```

Computed properties:
SMILES: CCNC(=O)CCO.O.O.O.O.O.O
Calculated total energy, Eh: -860.92718
Energy relative to the best compared isomer or geometry (same formula, charge and spin), kJ/mol: 290.74
Charge: 0

Below is a cluster of 8 separate species, C5H24BrN6O8 in total in a non-equilibrium geometry, with properties calculated with the ωB97M-V functional and the def2-TZVPD basis.

```
44
Properties=species:S:1:pos:R:3
Br 0.54947 -1.22215 -0.97686
C 1.02819 1.39505 2.67376
O 1.84032 1.85315 1.88673
N 0.50954 2.13720 3.69772
N 0.59104 0.10015 2.60184
H -0.10755 1.73469 4.37708
H 0.78801 3.09607 3.76946
H -0.14401 -0.22585 3.20054
H 0.87521 -0.40868 1.77963
C -2.84518 -3.00779 0.73223
O -3.89683 -3.53049 1.08390
N -2.30620 -1.93356 1.39962
N -2.13412 -3.40900 -0.35662
H -1.37413 -1.62531 1.17237
H -2.78861 -1.65258 2.23144
H -2.56175 -4.14513 -0.88286
H -1.23710 -2.96933 -0.49026
C -2.62684 1.92390 -0.44425
O -3.20357 2.98963 -0.61820
N -3.25006 0.72145 -0.64201
N -1.33930 1.81494 -0.02348
H -2.76191 -0.15307 -0.54202
H -4.23485 0.66548 -0.81427
H -0.65977 2.54683 -0.17327
H -0.95146 0.93657 0.28324
C 1.87720 2.09367 -1.50217
C 1.91094 3.58125 -1.24808
O 0.69702 3.97912 -0.62828
O 0.93470 1.77953 -2.49732
H 1.67266 1.55704 -0.57472
H 2.90123 1.81167 -1.79819
H 2.07344 4.11458 -2.19350
H 2.79427 3.77777 -0.62800
H 0.80388 4.85859 -0.25957
H 0.52027 0.93897 -2.26092
O 0.98393 -4.87792 -0.43037
H 1.79359 -5.16248 0.00256
H 1.12533 -3.93395 -0.56879
O 3.22291 -2.42001 0.58479
H 2.42359 -1.97245 0.25132
H 3.58184 -1.81662 1.24093
O 1.22578 -2.21352 -4.33917
H 0.61904 -1.55695 -4.69137
H 1.07982 -2.17044 -3.38463
```

Computed properties:
Calculated total energy, Eh: -3709.64502
Energy relative to the best compared isomer or geometry (same formula, charge and spin), kJ/mol: 0.00
Charge: -1